Record 1
DFT (wB97M-V/def2-TZVPD) results for the molecule C20H29N3O4S.

- SMILES: CCN(CC)S(=O)(=O)c1ccc(N(C)CCc2ccc(OC)c(OC)c2)nc1
- Relative energy (zero: lowest compared OMol25 entry of this formula, charge and spin): 3.706 eV
- Frontier orbital gap: 8.5 eV
- Total charge: 0

Cartesian coordinates (Å):
N: -2.971 -0.443 -0.431
H: -1.295 0.840 -1.732
C: -3.729 0.795 -0.483
C: -5.033 0.764 0.310
C: 4.667 0.333 0.042
C: -3.524 -1.583 -1.138
N: 3.407 -1.822 0.066
H: -1.007 1.065 -3.479
H: -2.017 3.678 0.720
H: -5.509 1.740 0.270
H: -2.129 -1.462 -2.790
H: -3.092 -2.472 -0.679
C: -0.080 -1.794 -0.361
H: 5.394 -1.639 0.577
C: 0.334 -0.719 1.713
H: 5.398 0.879 0.640
H: 1.264 2.878 1.904
S: -2.296 -0.795 1.068
C: -1.048 3.289 1.031
C: -0.574 -1.114 0.733
H: 5.067 0.213 -0.966
C: -3.201 -1.540 -2.629
H: 3.494 1.921 1.950
H: -0.042 -0.230 2.598
C: 1.268 1.494 -1.181
C: 2.546 0.951 -1.126
H: -1.199 2.516 1.790
H: -0.734 -2.176 -1.131
H: 3.988 -1.798 -1.964
H: -4.610 -1.640 -0.999
H: -3.077 1.564 -0.069
H: -3.921 1.028 -1.534
H: 4.615 -3.142 -0.985
N: 1.205 -2.016 -0.556
C: 2.883 1.792 1.069
C: 4.470 -1.063 0.681
H: -3.563 -2.449 -3.104
H: -0.451 4.112 1.435
C: 0.781 2.201 -0.066
H: 2.901 -3.103 -1.471
H: 2.876 0.409 -1.999
H: -1.066 2.480 -2.398
C: 3.750 -2.501 -1.162
C: 2.099 -1.579 0.342
C: 3.362 1.073 -0.014
H: -4.817 0.516 1.345
O: -0.472 2.750 -0.138
H: -5.726 0.027 -0.091
C: 1.671 -0.960 1.538
O: -2.350 0.385 1.888
C: -0.766 1.434 -2.481
O: -2.872 -2.002 1.598
H: 4.270 -0.946 1.746
H: 2.368 -0.673 2.306
H: -3.681 -0.688 -3.104
C: 1.613 2.339 1.039
O: 0.632 1.279 -2.367

Löwdin atomic charge list, values in e, 2 entries: number 1, N, carries -0.257; number 2, H, carries 0.066



Record 2
DFT (wB97M-V/def2-TZVPD) results for C20H29N3P2RuS as an isolated structure.

- <S²>: 8.80
- Relative energy (zero: lowest compared OMol25 entry of this formula, charge and spin): 0.000 eV
- Frontier orbital gap (spin up / spin down): 3.6 / 3.5 eV
- Total charge: +1
- Spin multiplicity: 6

Cartesian coordinates (Å):
C: 1.312 -3.072 1.671
C: -1.311 1.788 -2.007
C: -0.020 0.013 4.641
N: 0.043 1.158 5.373
C: -0.706 3.789 -3.246
H: -3.336 1.146 -1.644
H: 4.933 -1.921 -2.916
P: 0.128 -2.173 0.635
H: -0.015 -2.042 4.774
C: -2.587 2.411 0.929
H: -1.030 4.673 -3.788
C: 1.797 -1.693 -1.606
H: 3.095 -3.346 -1.980
H: 1.425 4.173 -3.509
H: 0.014 -1.148 6.320
H: -3.664 -1.209 0.432
H: -0.007 2.039 4.828
C: -1.397 -3.160 0.811
C: 2.716 0.544 -2.143
H: -1.825 -2.960 1.800
H: -2.750 3.133 -2.828
H: -2.768 2.417 2.011
H: -4.547 0.336 0.672
H: -0.267 -2.343 -1.713
C: 3.879 -0.056 -2.614
H: 3.144 2.524 -2.821
H: 0.888 -3.598 -1.163
S: -0.425 0.210 3.003
N: 0.039 -1.163 5.298
H: 2.292 -2.596 1.555
C: 2.995 -2.260 -2.035
P: -2.220 0.719 0.410
C: 1.666 -0.286 -1.691
H: -1.743 3.067 0.691
C: 4.022 -1.448 -2.556
H: -2.160 -0.214 -1.799
H: 1.368 -4.121 1.357
H: -1.159 -4.229 0.721
H: 2.743 2.385 -1.057
Ru: -0.123 -0.003 0.624
H: 0.020 1.141 6.369
C: 0.659 3.518 -3.081
H: -3.480 2.752 0.389
H: 1.003 -3.008 2.722
C: -3.649 -0.237 0.933
C: 1.060 2.396 -2.367
C: 2.496 2.035 -2.088
C: -1.685 2.933 -2.704
C: 0.070 1.510 -1.884
H: 4.665 0.582 -3.030
C: -2.314 0.815 -1.430
H: -2.123 -2.884 0.038
C: 0.639 -2.531 -1.110
H: 1.322 -0.440 1.094
N: 0.466 0.307 -1.307
H: -3.588 -0.373 2.018

Löwdin atomic charge list, values in e, 2 entries: number 1, C, carries -0.245; number 2, C, carries -0.196



Record 3
DFT (wB97M-V/def2-TZVPD) results for the molecule C20H29NO2.

- SMILES: CCN(CC#CC[C@@](O)(c1ccccc1)C1CCCC1)CCO
- Relative energy (zero: lowest compared OMol25 entry of this formula, charge and spin): 2.348 eV
- Frontier orbital gap: 9.5 eV
- Total charge: 0

Cartesian coordinates (Å):
C: -2.683 -0.485 2.505
H: -4.355 -1.718 1.923
C: -2.808 -2.088 -0.167
H: -4.623 0.014 1.709
H: -3.152 -2.923 0.452
C: -3.882 -0.785 1.601
C: 4.985 -0.033 0.693
H: 5.754 -1.832 -0.294
C: 4.806 -1.370 -0.019
H: 0.620 1.714 -2.284
C: -0.717 3.236 0.416
H: 0.318 -0.879 -2.124
H: 4.262 -2.063 0.625
H: 5.320 -0.141 1.724
H: 3.093 0.968 -1.481
H: 0.647 0.490 1.808
C: -0.333 2.322 1.381
H: 2.977 0.232 1.413
C: 1.240 -1.496 0.124
C: 0.733 0.957 -0.293
H: 3.629 1.685 0.675
O: 1.232 -0.570 -2.095
C: 0.348 1.888 -1.253
H: 4.622 -0.616 -2.025
H: -3.020 -2.341 -1.214
H: -5.157 -0.581 -1.398
C: 3.597 0.600 0.596
C: -1.366 -1.937 -0.024
H: -2.974 -0.432 -2.482
C: 3.038 0.144 -0.764
H: 5.713 0.575 0.155
H: -1.951 -1.286 2.448
C: -0.186 -1.752 0.097
C: -0.374 3.014 -0.906
C: 1.543 -0.253 -0.745
N: -3.598 -0.912 0.184
H: 1.762 -2.356 -0.303
C: -3.551 0.321 -1.924
H: -3.017 -0.388 3.535
H: -3.635 1.152 0.048
C: -3.139 0.316 -0.449
H: -2.203 0.442 2.202
C: 0.381 1.188 1.031
O: -4.927 0.081 -2.066
H: -1.279 4.116 0.694
H: -3.344 1.299 -2.365
H: 3.412 -1.829 -1.654
H: -0.667 3.720 -1.669
H: -2.052 0.461 -0.371
H: 1.583 -1.364 1.150
H: -0.591 2.489 2.417
C: 3.968 -0.992 -1.238

Löwdin atomic charge list, values in e, 2 entries: number 1, C, carries -0.069; number 2, H, carries 0.113



no.,molar mass (g/mol)
1,407.54
2,506.56
3,315.46